(1)
# C36H40F18N2O16

A cluster of 8 separate species, C36H40F18N2O16 in total in a non-equilibrium geometry (wB97M-V/def2-TZVPD, the OMol25 dataset).

Last column: Löwdin charge in e.
Atoms and positions in Å:
O  3.906  1.737  -1.254  0.077
N  3.121  0.796  -1.198  -0.321
O  2.063  0.854  -0.588  0.062
C  3.511  -0.424  -1.835  -0.154
C  4.573  -0.320  -2.684  -0.011
C  5.001  -1.432  -3.344  -0.044
C  4.450  -2.652  -2.974  -0.062
C  3.352  -2.783  -2.144  -0.041
C  2.811  -1.622  -1.573  0.039
H  4.999  0.660  -2.879  0.130
H  5.787  -1.363  -4.062  0.109
H  4.780  -3.538  -3.404  0.091
H  2.848  -3.705  -2.039  0.100
H  1.975  -1.681  -0.918  0.089
O  -4.309  -3.439  0.606  0.082
N  -3.751  -2.454  1.042  -0.341
O  -3.054  -1.729  0.364  0.082
C  -3.963  -2.052  2.418  -0.144
C  -4.890  -2.792  3.105  0.005
C  -5.100  -2.485  4.425  -0.053
C  -4.381  -1.440  4.953  -0.065
C  -3.531  -0.621  4.210  -0.040
C  -3.274  -0.970  2.909  0.019
H  -5.455  -3.528  2.595  0.115
H  -5.797  -2.986  5.072  0.111
H  -4.423  -1.266  5.980  0.087
H  -2.918  0.127  4.662  0.093
H  -2.572  -0.354  2.389  0.093
C  -0.727  -1.775  -5.588  -0.047
C  -1.883  -2.437  -4.964  -0.214
O  -1.454  -2.904  -3.667  0.003
C  -1.216  -4.252  -3.625  -0.367
O  -0.995  -4.894  -4.612  0.176
C  -1.190  -4.726  -2.210  -0.545
F  -2.408  -4.619  -1.718  0.201
F  -0.694  -5.967  -2.090  0.168
F  -0.296  -3.951  -1.531  0.140
H  -1.098  -1.394  -6.551  0.101
H  0.047  -2.431  -5.884  0.071
H  -0.280  -1.117  -4.912  0.063
H  -2.418  -3.208  -5.474  0.120
H  -2.699  -1.760  -4.744  0.122
C  0.573  4.302  -0.967  -0.063
C  0.807  4.471  0.483  -0.156
O  -0.461  4.909  1.113  0.062
C  -0.344  5.480  2.269  -0.423
O  0.666  5.672  2.893  0.163
C  -1.664  6.029  2.847  -0.532
F  -1.520  6.943  3.797  0.163
F  -2.428  6.650  1.915  0.137
F  -2.466  5.142  3.438  0.157
H  1.477  4.074  -1.574  0.102
H  0.240  5.223  -1.397  0.075
H  -0.187  3.585  -1.224  0.057
H  1.622  5.225  0.612  0.147
H  1.063  3.578  1.015  0.100
C  -5.549  4.254  -5.957  -0.048
C  -4.488  3.197  -6.319  -0.174
O  -3.309  3.415  -5.500  0.014
C  -2.214  2.737  -5.864  -0.412
O  -2.119  1.794  -6.571  0.183
C  -1.039  3.229  -5.027  -0.591
F  -0.531  4.268  -5.643  0.198
F  -1.507  3.646  -3.824  0.131
F  -0.087  2.373  -4.777  0.202
H  -5.138  5.229  -6.155  0.074
H  -5.899  4.164  -4.915  0.087
H  -6.415  4.060  -6.583  0.076
H  -4.220  3.223  -7.359  0.121
H  -4.749  2.188  -5.979  0.132
C  -1.971  0.989  -2.186  -0.063
C  -0.908  0.302  -1.452  -0.178
O  -1.048  0.859  -0.091  0.056
C  -0.407  0.065  0.731  -0.467
O  0.028  -1.019  0.578  0.163
C  -0.214  0.797  2.112  -0.495
F  0.849  1.632  2.170  0.144
F  -1.250  1.571  2.567  0.128
F  -0.001  -0.181  2.977  0.155
H  -2.062  0.725  -3.203  0.059
H  -1.865  2.058  -2.244  0.056
H  -2.959  0.788  -1.729  0.108
H  0.146  0.405  -1.802  0.130
H  -1.175  -0.757  -1.447  0.116
C  2.999  -2.582  2.228  -0.048
C  4.416  -2.468  2.698  -0.202
O  5.197  -3.075  1.674  0.019
C  6.227  -2.496  1.155  -0.430
O  6.625  -1.410  1.362  0.182
C  6.982  -3.588  0.287  -0.538
F  7.535  -3.151  -0.867  0.142
F  7.982  -4.138  1.011  0.152
F  6.132  -4.503  -0.061  0.186
H  2.390  -2.499  3.136  0.070
H  2.868  -3.565  1.797  0.087
H  2.649  -1.820  1.491  0.081
H  4.526  -3.147  3.586  0.140
H  4.958  -1.556  3.028  0.131
C  -1.065  -0.530  6.931  -0.061
C  0.129  0.085  7.620  -0.143
O  1.340  -0.319  6.869  0.079
C  1.622  0.385  5.877  -0.432
O  1.001  1.347  5.421  0.119
C  3.024  0.000  5.212  -0.448
F  3.133  -1.383  4.969  0.082
F  3.309  0.627  4.071  0.169
F  4.030  0.325  6.027  0.163
H  -1.107  0.012  5.969  0.065
H  -1.914  -0.270  7.574  0.094
H  -0.974  -1.588  6.695  0.093
H  0.212  -0.274  8.620  0.115
H  0.048  1.180  7.627  0.136

Summary:
- SMILES string = O=[N+]([O-])c1ccccc1.O=[N+]([O-])c1ccccc1.CCOC(=O)C(F)(F)F.CCOC(=O)C(F)(F)F.CCOC(=O)C(F)(F)F.CCOC(=O)C(F)(F)F.CCOC(=O)C(F)(F)F.CCOC(=O)C(F)(F)F
- HOMO (eV) = -10.18
- net charge = 0
- gap between HOMO and LUMO (eV) = 9.51
- LUMO energy (eV) = -0.67
- energy (eV) = -122629.9479

---

(2)
# C36H40N7O4S2Se2Ti

A structure of composition C36H40N7O4S2Se2Ti (wB97M-V/def2-TZVPD, the OMol25 dataset).

Last column: Löwdin charge in e.
Atoms and positions in Å:
Ti  -0.562  -0.932  0.012  0.665
C  -0.259  -2.229  3.796  -0.307
Se  -0.281  -2.902  1.973  1.079
C  1.625  -3.105  1.632  -0.476
C  2.426  -1.879  2.031  -0.434
Se  1.426  -0.219  1.708  0.962
C  2.831  0.895  0.962  -0.323
H  0.296  -2.947  4.397  0.058
H  -1.297  -2.220  4.120  0.043
H  0.169  -1.236  3.881  0.005
H  1.674  -3.288  0.561  0.032
H  1.981  -3.992  2.152  0.097
H  3.361  -1.813  1.479  0.092
H  2.649  -1.866  3.094  0.085
H  3.263  0.440  0.077  0.002
H  3.574  1.017  1.744  0.053
H  2.386  1.858  0.731  0.037
C  -0.625  3.570  -1.514  0.022
C  -0.551  2.246  -0.916  -0.115
N  -0.526  1.197  -0.459  0.089
H  -0.596  4.329  -0.733  0.111
H  -1.562  3.647  -2.067  0.116
H  0.215  3.711  -2.193  0.112
C  1.767  -5.440  -2.156  -0.085
C  3.063  -4.870  -2.715  -0.218
C  3.173  -3.361  -2.543  -0.166
N  2.113  -2.687  -3.314  0.074
C  1.280  -1.749  -2.931  -0.632
S  1.515  -0.930  -1.388  0.769
N  0.303  -1.338  -3.752  0.126
C  -0.317  -2.180  -4.788  -0.335
O  -1.438  -2.542  -4.568  0.161
C  0.479  -2.476  -5.983  -0.179
C  1.595  -1.704  -6.327  -0.033
C  2.297  -1.995  -7.483  -0.041
C  1.889  -3.053  -8.289  -0.025
C  0.776  -3.817  -7.953  -0.032
C  0.063  -3.527  -6.805  0.007
H  1.727  -6.521  -2.282  0.087
H  0.888  -5.021  -2.654  0.065
H  1.676  -5.233  -1.085  0.067
H  3.174  -5.125  -3.773  0.121
H  3.925  -5.318  -2.217  0.124
H  4.137  -2.989  -2.889  0.137
H  3.056  -3.077  -1.501  0.078
H  2.012  -3.008  -4.274  0.142
H  -0.357  -0.692  -3.338  0.105
H  1.888  -0.861  -5.711  0.121
H  3.149  -1.394  -7.769  0.120
H  2.439  -3.278  -9.194  0.125
H  0.466  -4.630  -8.596  0.123
H  -0.815  -4.099  -6.533  0.128
N  -5.413  1.673  4.771  0.182
C  -6.614  1.504  5.406  -0.167
C  -7.300  2.284  6.341  0.000
C  -8.505  1.785  6.767  -0.041
C  -9.029  0.555  6.293  -0.050
C  -8.357  -0.207  5.378  0.009
C  -7.118  0.280  4.922  -0.206
N  -6.249  -0.262  4.024  0.201
C  -5.240  0.583  3.950  -0.284
C  -4.118  0.339  3.094  -0.077
C  -4.120  -0.823  2.295  0.043
C  -3.067  -1.074  1.472  -0.135
N  -1.982  -0.256  1.368  -0.120
C  -1.977  0.861  2.133  -0.116
C  -2.997  1.182  2.986  0.040
H  -4.796  2.455  4.901  0.164
H  -6.912  3.224  6.711  0.120
H  -9.082  2.346  7.491  0.120
H  -9.986  0.223  6.673  0.117
H  -8.748  -1.146  5.010  0.122
H  -4.963  -1.499  2.339  0.134
H  -3.075  -1.962  0.850  0.114
H  -1.113  1.500  2.048  0.099
H  -2.909  2.092  3.564  0.126
O  -3.942  0.310  -1.260  -0.239
S  -3.248  -0.391  -2.289  0.693
O  -2.910  0.241  -3.520  -0.233
N  -1.796  -0.982  -1.620  -0.143
C  -1.859  -2.309  -1.486  -0.482
O  -0.887  -2.764  -0.775  -0.174
C  -3.039  -2.973  -2.001  -0.153
C  -3.349  -4.321  -2.058  0.040
C  -4.549  -4.675  -2.661  -0.008
C  -5.400  -3.709  -3.192  0.007
C  -5.092  -2.349  -3.135  0.017
C  -3.903  -2.015  -2.532  -0.200
H  -2.678  -5.071  -1.659  0.137
H  -4.826  -5.719  -2.727  0.129
H  -6.324  -4.019  -3.661  0.133
H  -5.759  -1.605  -3.549  0.142

Summary:
- HOMO (eV) = -14.26
- net charge = +3
- gap between HOMO and LUMO (eV) = 4.68
- LUMO energy (eV) = -9.59
- energy (eV) = -232060.1670

---

Across the entries above, relative energy (zero: lowest compared OMol25 entry of this formula, charge and spin) takes the values 0.3073; 0.0000 eV, respectively.